Record 1
Molecular formula: C35H85N5O13P2
Method: DFT, ωB97M-V with the def2-TZVPD basis set

Computed properties:
calculated total energy = -3319.11634 a.u.
HOMO energy = -6.84 eV
frontier orbital gap = 6.505 eV
lowest unoccupied orbital energy = -0.33 eV

Last column: Löwdin charge in e.
Positions of all 140 atoms, in Å:
C (0.99, 23.43, 14.31)  -0.105
C (2.01, 23.00, 15.34)  -0.280
C (3.46, 23.02, 14.86)  -0.202
C (4.35, 22.49, 15.96)  -0.074
N (5.87, 22.29, 15.44)  -0.186
C (6.04, 21.01, 14.46)  -0.039
C (6.78, 20.00, 15.30)  -0.157
C (6.76, 20.42, 16.79)  -0.103
C (6.74, 21.99, 16.61)  -0.149
C (6.56, 23.48, 14.74)  0.033
H (0.01, 23.51, 14.78)  0.085
H (1.20, 22.86, 13.40)  0.082
H (1.30, 24.45, 14.09)  0.075
H (1.74, 21.97, 15.59)  0.111
H (1.83, 23.60, 16.23)  0.118
H (3.89, 24.02, 14.79)  0.109
H (3.60, 22.67, 13.84)  0.124
H (4.02, 21.54, 16.38)  0.129
H (4.35, 23.14, 16.83)  0.133
H (6.52, 21.30, 13.53)  0.096
H (5.03, 20.66, 14.22)  0.121
H (7.83, 19.91, 15.01)  0.088
H (6.48, 18.97, 15.12)  0.120
H (7.54, 20.01, 17.43)  0.110
H (5.93, 20.05, 17.39)  0.101
H (7.80, 22.19, 16.43)  0.086
H (6.51, 22.52, 17.53)  0.136
H (5.93, 23.84, 13.92)  0.099
H (7.60, 23.23, 14.54)  0.099
H (6.49, 24.18, 15.58)  0.095
C (10.64, 23.33, 13.57)  -0.095
C (11.03, 22.28, 14.62)  -0.477
O (10.16, 21.22, 14.90)  -0.367
H (9.90, 24.01, 13.99)  0.032
H (10.31, 23.11, 12.56)  0.051
H (11.49, 23.99, 13.42)  0.043
H (11.29, 22.73, 15.57)  0.071
H (11.98, 21.84, 14.33)  0.067
C (7.49, 27.31, 13.77)  -0.104
C (7.99, 26.94, 12.34)  -0.252
C (9.52, 26.63, 12.30)  -0.204
C (9.84, 25.98, 10.93)  -0.191
C (11.38, 25.61, 10.70)  -0.282
C (11.68, 24.42, 9.95)  -0.139
H (7.79, 26.67, 14.60)  0.050
H (6.41, 27.29, 13.64)  0.056
H (7.78, 28.33, 14.04)  0.068
H (7.43, 26.11, 11.88)  0.091
H (7.81, 27.74, 11.62)  0.102
H (9.80, 25.90, 13.06)  0.067
H (10.04, 27.57, 12.47)  0.119
H (9.32, 25.08, 10.58)  0.091
H (9.42, 26.64, 10.17)  0.099
H (11.83, 26.54, 10.33)  0.110
H (11.84, 25.49, 11.68)  0.080
H (11.08, 24.36, 9.05)  0.078
H (12.75, 24.45, 9.75)  0.087
H (11.35, 23.52, 10.46)  0.061
C (12.92, 26.38, 14.75)  0.009
C (13.30, 27.87, 14.81)  -0.574
O (13.35, 28.53, 13.81)  0.059
N (13.72, 28.29, 16.02)  0.010
C (14.38, 29.58, 16.28)  -0.061
H (13.76, 25.86, 14.30)  0.077
H (12.12, 26.10, 14.07)  0.047
H (12.68, 25.94, 15.72)  0.070
H (13.41, 27.74, 16.81)  0.130
H (15.46, 29.50, 16.12)  0.083
H (14.31, 29.80, 17.34)  0.074
H (13.82, 30.45, 15.92)  0.085
C (9.50, 24.83, 17.28)  0.010
C (10.32, 23.99, 18.17)  -0.629
O (11.22, 24.47, 18.84)  0.045
N (10.02, 22.75, 18.16)  0.026
C (10.58, 21.77, 19.02)  -0.048
H (9.44, 25.78, 17.81)  0.096
H (8.53, 24.43, 16.98)  0.054
H (10.06, 25.02, 16.36)  0.078
H (9.36, 22.45, 17.45)  0.099
H (10.22, 20.74, 19.00)  0.071
H (10.39, 21.97, 20.08)  0.097
H (11.61, 21.65, 18.69)  0.075
C (10.60, 18.30, 17.08)  -0.016
C (10.50, 17.50, 15.80)  -0.570
O (10.48, 16.28, 15.93)  0.007
N (10.15, 18.11, 14.67)  0.032
C (9.98, 17.49, 13.32)  -0.033
H (10.71, 19.38, 16.93)  0.048
H (11.49, 17.96, 17.60)  0.078
H (9.84, 18.11, 17.84)  0.075
H (10.07, 19.12, 14.71)  0.060
H (10.99, 17.24, 13.00)  0.070
H (9.55, 18.24, 12.66)  0.063
H (9.53, 16.50, 13.31)  0.082
C (8.09, 21.26, 11.14)  -0.005
C (7.21, 20.23, 10.49)  -0.556
O (6.86, 20.38, 9.33)  0.034
N (7.12, 19.06, 11.15)  -0.012
C (6.52, 17.86, 10.68)  -0.065
H (7.59, 21.93, 11.84)  0.058
H (8.50, 21.92, 10.38)  0.084
H (8.95, 20.84, 11.66)  0.074
H (7.66, 18.97, 12.00)  0.104
H (6.13, 17.43, 11.60)  0.083
H (7.33, 17.30, 10.22)  0.093
H (5.67, 17.97, 10.00)  0.091
C (16.33, 25.77, 16.82)  -0.130
O (16.32, 24.67, 17.68)  -0.221
P (14.89, 23.92, 17.91)  0.514
O (13.97, 24.54, 18.89)  -0.226
O (14.20, 23.79, 16.39)  -0.265
C (14.93, 23.27, 15.26)  -0.096
O (15.41, 22.42, 18.26)  -0.219
C (14.54, 21.35, 18.18)  -0.140
H (15.51, 25.74, 16.11)  0.052
H (17.20, 25.57, 16.19)  0.098
H (16.33, 26.64, 17.47)  0.099
H (15.61, 24.01, 14.85)  0.073
H (14.31, 23.17, 14.37)  0.080
H (15.43, 22.32, 15.43)  0.093
H (14.39, 20.95, 19.17)  0.093
H (15.03, 20.53, 17.65)  0.095
H (13.58, 21.68, 17.79)  0.072
C (12.47, 19.60, 12.22)  -0.119
O (12.23, 18.57, 11.28)  -0.251
P (13.06, 18.43, 9.85)  0.479
O (13.87, 19.61, 9.52)  -0.237
O (13.88, 17.02, 10.13)  -0.203
C (14.48, 16.29, 9.12)  -0.161
O (11.90, 18.18, 8.80)  -0.226
C (11.10, 19.26, 8.22)  -0.061
H (11.89, 20.49, 11.99)  0.082
H (13.51, 19.91, 12.19)  0.085
H (12.26, 19.27, 13.24)  0.078
H (15.35, 16.06, 9.72)  0.089
H (14.81, 16.80, 8.21)  0.098
H (14.30, 15.24, 8.91)  0.088
H (10.40, 18.93, 7.46)  0.095
H (11.69, 20.13, 7.94)  0.085
H (10.59, 19.73, 9.06)  0.074

=====

Record 2
Molecular formula: C31H33Cl2N5OS4Ti
Method: DFT, ωB97M-V with the def2-TZVPD basis set

Computed properties:
calculated total energy = -4912.73626 a.u.
HOMO energy = -6.70 eV
frontier orbital gap = 6.050 eV
lowest unoccupied orbital energy = -0.65 eV
relative energy (zero: lowest compared OMol25 entry of this formula, charge and spin) = 97.7 kJ/mol

Last column: Löwdin charge in e.
Positions of all 77 atoms, in Å:
Ti (-0.45, 0.20, 0.77)  0.703
C (1.50, 2.67, -2.08)  -0.189
C (0.54, 3.46, -1.19)  -0.179
C (0.76, 3.26, 0.31)  -0.233
N (1.04, 1.87, 0.67)  -0.106
C (2.18, 1.55, 1.22)  -0.240
C (3.22, 2.45, 1.62)  -0.002
C (4.56, 2.25, 1.79)  -0.081
C (5.32, 1.08, 1.70)  -0.108
C (4.80, -0.19, 1.71)  -0.085
C (3.46, -0.59, 1.79)  -0.016
C (2.28, 0.14, 1.67)  -0.219
N (1.08, -0.38, 1.94)  -0.139
C (0.95, -1.46, 2.91)  -0.195
C (0.78, -2.86, 2.33)  -0.147
C (-0.43, -2.92, 1.40)  -0.242
N (-0.25, -1.92, 0.36)  -0.066
C (0.54, -2.20, -0.65)  -0.231
C (0.90, -3.54, -1.00)  -0.004
C (1.85, -4.04, -1.85)  -0.075
C (2.78, -3.36, -2.65)  -0.101
C (2.78, -2.01, -2.88)  -0.072
C (1.89, -1.03, -2.43)  0.000
C (0.85, -1.04, -1.50)  -0.246
N (0.05, 0.02, -1.29)  -0.069
C (-0.26, 0.81, -2.49)  -0.227
C (0.71, 1.86, -3.10)  -0.197
H (2.12, 2.00, -1.48)  0.101
H (2.18, 3.34, -2.61)  0.112
H (-0.48, 3.18, -1.43)  0.046
H (0.61, 4.53, -1.39)  0.117
H (-0.12, 3.57, 0.87)  0.066
H (1.58, 3.90, 0.62)  0.099
H (2.89, 3.47, 1.79)  0.100
H (5.12, 3.15, 2.02)  0.107
H (6.39, 1.19, 1.72)  0.096
H (5.51, -1.01, 1.71)  0.106
H (3.32, -1.65, 1.93)  0.099
H (0.08, -1.22, 3.52)  0.118
H (1.83, -1.44, 3.57)  0.125
H (0.65, -3.57, 3.16)  0.121
H (1.68, -3.17, 1.78)  0.105
H (-1.33, -2.67, 1.96)  0.045
H (-0.58, -3.93, 1.01)  0.104
H (0.32, -4.30, -0.50)  0.098
H (1.91, -5.12, -1.87)  0.108
H (3.53, -3.96, -3.16)  0.099
H (3.55, -1.64, -3.54)  0.108
H (2.11, -0.05, -2.83)  0.082
H (-1.21, 1.30, -2.30)  0.038
H (-0.47, 0.09, -3.29)  0.115
H (0.09, 2.53, -3.69)  0.118
H (1.38, 1.38, -3.81)  0.093
O (-4.91, 1.35, 6.19)  -0.056
C (-4.15, 1.18, 5.27)  -1.013
S (-2.69, 2.16, 5.01)  0.950
C (-2.15, 1.32, 3.57)  -1.177
C (-2.91, 0.30, 3.14)  -1.132
S (-2.49, -0.58, 1.71)  0.651
S (-4.36, -0.08, 4.04)  0.954
S (-0.73, 1.77, 2.71)  0.685
Cl (-4.13, 3.23, 1.86)  0.621
C (-3.38, 3.57, 0.32)  -0.928
Cl (-2.63, 2.14, -0.45)  0.620
H (-2.61, 4.32, 0.44)  0.032
H (-4.15, 3.90, -0.37)  0.028
C (-4.84, -2.16, -3.17)  -0.078
C (-5.29, -1.42, -2.09)  -0.061
C (-4.36, -0.90, -1.21)  -0.174
N (-3.05, -1.06, -1.34)  0.037
C (-2.62, -1.77, -2.38)  -0.142
C (-3.47, -2.34, -3.32)  -0.062
H (-5.53, -2.59, -3.88)  0.105
H (-6.35, -1.26, -1.93)  0.103
H (-4.68, -0.32, -0.34)  0.083
H (-1.55, -1.89, -2.46)  0.091
H (-3.06, -2.91, -4.14)  0.102

=====

Record 3
Molecular formula: C12H34O9S
Method: DFT, ωB97M-V with the def2-TZVPD basis set

Computed properties:
calculated total energy = -1552.84842 a.u.
HOMO energy = -9.32 eV
SMILES = O=S1(=O)OCCO1.CCO.CCO.CCO.CCO.CCO
frontier orbital gap = 9.673 eV
lowest unoccupied orbital energy = 0.35 eV

Last column: Löwdin charge in e.
Positions of all 56 atoms, in Å:
O (2.48, -3.08, -1.01)  -0.230
S (2.56, -1.95, -1.88)  0.712
O (3.33, -0.78, -1.63)  -0.223
O (2.76, -2.67, -3.43)  -0.209
C (1.80, -2.18, -4.35)  -0.193
C (0.52, -2.09, -3.51)  -0.141
O (1.02, -1.45, -2.31)  -0.267
H (2.06, -1.24, -4.80)  0.120
H (1.75, -2.96, -5.13)  0.141
H (0.15, -3.06, -3.23)  0.128
H (-0.18, -1.37, -3.93)  0.131
C (2.14, 2.58, -2.47)  -0.066
C (0.69, 2.19, -2.88)  -0.227
O (-0.26, 2.57, -1.82)  -0.087
H (2.31, 3.63, -2.68)  0.066
H (2.82, 2.02, -3.14)  0.075
H (2.44, 2.35, -1.42)  0.075
H (0.67, 1.14, -3.04)  0.070
H (0.44, 2.65, -3.83)  0.110
H (-0.64, 3.39, -2.10)  0.087
C (-3.10, 2.91, 2.27)  -0.082
C (-2.01, 3.77, 3.01)  -0.318
O (-0.97, 4.04, 2.11)  -0.104
H (-2.68, 1.89, 2.05)  0.058
H (-3.48, 3.26, 1.29)  0.071
H (-4.00, 2.88, 2.90)  0.063
H (-1.69, 3.23, 3.93)  0.107
H (-2.28, 4.79, 3.31)  0.104
H (-0.66, 3.19, 1.76)  0.022
C (-2.01, -1.08, -1.24)  -0.083
C (-2.90, -0.65, -0.06)  -0.329
O (-3.62, -1.74, 0.46)  -0.078
H (-1.56, -0.14, -1.59)  0.069
H (-2.64, -1.55, -1.99)  0.081
H (-1.30, -1.77, -0.80)  0.058
H (-3.68, 0.09, -0.36)  0.124
H (-2.25, -0.16, 0.67)  0.086
H (-3.05, -2.31, 1.00)  0.091
C (0.98, 0.61, 2.54)  -0.065
C (0.88, 0.77, 1.04)  -0.296
O (-0.12, 1.74, 0.77)  -0.115
H (1.58, -0.29, 2.65)  0.049
H (-0.02, 0.48, 2.95)  0.083
H (1.38, 1.51, 3.03)  0.090
H (0.51, -0.20, 0.63)  0.095
H (1.83, 0.98, 0.56)  0.104
H (-0.15, 2.00, -0.17)  0.046
C (1.05, -2.91, 1.89)  -0.104
C (1.08, -3.08, 3.38)  -0.337
O (-0.13, -3.68, 3.79)  -0.072
H (0.76, -3.83, 1.44)  0.073
H (2.03, -2.53, 1.56)  0.083
H (0.32, -2.16, 1.59)  0.055
H (1.24, -2.11, 3.85)  0.096
H (1.94, -3.75, 3.63)  0.122
H (-0.13, -3.90, 4.72)  0.081

=====

Record 4
Molecular formula: C17H23F5NNiO2P2
Method: DFT, ωB97M-V with the def2-TZVPD basis set

Computed properties:
calculated total energy = -3556.89506 a.u.
HOMO energy (alpha / beta) = -11.30 / -11.82 eV
spin multiplicity = 3
charge = +1
frontier orbital gap (alpha / beta) = 8.138 / 7.551 eV
lowest unoccupied orbital energy (alpha / beta) = -3.16 / -4.26 eV

Last column: Löwdin charge in e.
Positions of all 51 atoms, in Å:
Ni (0.06, 0.26, 0.31)  0.306
P (-2.04, -0.15, 0.12)  0.871
C (-2.26, 0.29, -1.67)  -0.226
C (-0.86, 0.70, -2.20)  -0.244
N (0.28, 0.55, -1.48)  -0.064
C (1.54, 0.90, -1.86)  -0.279
C (1.67, 1.51, -3.08)  -0.012
C (0.56, 1.72, -3.87)  -0.008
C (-0.73, 1.31, -3.47)  0.022
C (2.65, 0.49, -0.87)  -0.240
P (2.00, -0.90, 0.14)  0.878
H (-1.59, 1.46, -4.09)  0.121
H (2.71, 1.73, -3.35)  0.137
H (0.70, 2.28, -4.81)  0.129
H (3.56, 0.22, -1.43)  0.095
H (2.92, 1.36, -0.25)  0.110
H (-2.85, -0.40, -2.33)  0.123
H (-2.98, 1.10, -1.63)  0.077
H (-0.76, -2.89, -3.39)  0.005
O (-1.46, -3.27, -3.93)  -0.082
H (-2.15, -3.59, -3.27)  0.075
H (0.38, -3.32, -0.47)  0.014
O (-0.27, -3.94, -0.02)  -0.084
H (0.23, -4.77, 0.01)  0.058
C (2.74, -2.30, -0.81)  -0.236
H (3.68, -1.95, -1.27)  0.056
H (2.99, -3.13, -0.13)  0.060
H (2.12, -2.66, -1.65)  0.047
C (2.87, -1.00, 1.72)  -0.236
H (2.53, -1.95, 2.15)  0.058
H (3.96, -1.03, 1.69)  0.063
H (2.56, -0.23, 2.43)  0.044
C (-3.16, 1.14, 0.83)  -0.218
H (-4.12, 1.03, 0.29)  0.060
H (-3.35, 1.05, 1.90)  0.059
H (-2.72, 2.13, 0.63)  0.058
C (-2.81, -1.75, 0.50)  -0.219
H (-2.95, -1.89, 1.59)  0.067
H (-3.79, -1.84, 0.01)  0.060
H (-2.14, -2.56, 0.15)  0.019
F (-0.51, -0.65, 3.47)  0.050
C (-0.26, 0.68, 3.30)  -0.225
C (0.00, 1.20, 2.02)  -0.140
C (0.30, 2.55, 1.90)  -0.222
F (0.60, 3.14, 0.69)  0.034
C (0.30, 3.42, 3.00)  -0.129
F (0.56, 4.74, 2.83)  0.113
C (0.04, 2.90, 4.26)  -0.111
F (0.00, 3.72, 5.33)  0.123
C (-0.25, 1.53, 4.41)  -0.122
F (-0.52, 1.04, 5.64)  0.108